DFT (ωB97M-V with the def2-TZVPD basis set) results for 2 unconnected molecules or ions with the total composition C3H4Si at a distorted geometry.

Summary:
Strongest force on any atom ... 2.757 eV/Å
Energy above the lowest of the compared OMol25 structures with the same formula, charge and spin ... 395.3 kJ/mol
SMILES ... C#[SiH].C#C
HOMO energy (spin up / spin down) ... -8.8960 / -8.8953 eV

Each line ends with the Löwdin charge.
Atoms and positions in Å:
C: -1.50 1.01 0.81  -0.360
C: 1.31 -0.14 -0.01  -0.020
C: 2.46 0.01 -0.37  0.010
Si: -2.35 -0.03 -0.22  0.696
H: -1.91 2.05 0.83  -0.094
H: 0.38 -0.16 0.46  -0.089
H: 3.44 0.28 -0.60  -0.003
H: -2.31 -1.15 -1.20  -0.141

---

DFT (ωB97M-V with the def2-TZVPD basis set) results for C27H26N2O4S in the gas phase.

Summary:
Strongest force on any atom ... 0.746 eV/Å
Energy above the lowest of the compared OMol25 structures with the same formula, charge and spin ... 6.7 kJ/mol
SMILES ... CCCC[C@H](NC(=O)c1ccccc1)C(=O)OCC(=O)N1c2ccccc2Sc2ccccc21
HOMO energy ... -8.3255 eV

Each line ends with the Löwdin charge.
Atoms and positions in Å:
C: -2.71 -4.08 1.40  -0.099
C: -1.41 -4.21 0.62  -0.257
C: -1.56 -3.89 -0.87  -0.204
C: -2.19 -2.53 -1.16  -0.121
H: -2.22 -2.37 -2.24  0.126
H: -3.21 -2.51 -0.79  0.118
C: -1.46 -1.33 -0.51  -0.214
N: -2.23 -0.12 -0.68  0.124
C: -3.04 0.34 0.30  -0.459
O: -3.23 -0.29 1.33  0.065
C: -3.66 1.67 0.05  -0.147
C: -3.91 2.15 -1.23  -0.029
C: -4.49 3.40 -1.40  -0.077
C: -4.80 4.18 -0.30  -0.082
C: -4.56 3.70 0.98  -0.072
C: -4.00 2.45 1.15  -0.026
H: -3.81 2.05 2.14  0.119
H: -4.81 4.30 1.84  0.105
H: -5.24 5.15 -0.43  0.103
H: -4.69 3.77 -2.39  0.104
H: -3.70 1.55 -2.10  0.112
H: -1.98 0.45 -1.47  0.132
C: -0.11 -1.12 -1.17  -0.456
O: 0.07 -0.35 -2.08  0.134
O: 0.83 -1.90 -0.65  0.008
C: 2.10 -1.91 -1.28  -0.028
H: 2.33 -2.95 -1.54  0.143
H: 2.04 -1.31 -2.20  0.146
C: 3.31 -1.40 -0.49  -0.379
O: 4.33 -2.05 -0.50  0.099
N: 3.25 -0.15 0.04  0.058
C: 4.46 0.56 0.28  -0.197
C: 5.47 0.04 1.08  0.000
C: 6.65 0.74 1.24  -0.070
C: 6.83 1.96 0.61  -0.083
C: 5.82 2.50 -0.17  -0.099
C: 4.64 1.79 -0.34  -0.433
S: 3.34 2.47 -1.35  1.055
C: 1.98 1.87 -0.39  -0.440
C: 0.84 2.64 -0.22  -0.080
C: -0.16 2.21 0.62  -0.064
C: -0.02 1.01 1.31  -0.065
C: 1.10 0.23 1.12  -0.005
C: 2.09 0.63 0.23  -0.219
H: 1.22 -0.71 1.65  0.133
H: -0.79 0.69 2.00  0.110
H: -1.05 2.81 0.76  0.104
H: 0.76 3.59 -0.74  0.108
H: 5.94 3.45 -0.66  0.103
H: 7.75 2.51 0.73  0.104
H: 7.44 0.33 1.85  0.104
H: 5.32 -0.92 1.55  0.119
H: -1.34 -1.52 0.56  0.142
H: -2.19 -4.65 -1.33  0.115
H: -0.57 -3.95 -1.34  0.103
H: -0.65 -3.57 1.06  0.096
H: -1.05 -5.24 0.70  0.107
H: -2.58 -4.46 2.41  0.072
H: -3.03 -3.05 1.47  0.056
H: -3.50 -4.66 0.93  0.077